Below is C6H12N2O4S2 as an isolated structure, with properties calculated with the ωB97M-V functional and the def2-TZVPD basis.

Structure (ORCA input):
```
! wB97M-V def2-TZVPD RIJCOSX def2/J DEFGRID3
* xyz 0 1
C -2.847 -0.471 -1.628
C 1.158 1.351 -1.012
C 2.296 0.045 2.038
C 1.393 -0.824 1.195
C -1.622 -1.267 -1.863
C 0.013 1.126 -0.090
N -0.779 -1.633 -0.970
N -1.094 1.881 -0.089
O 0.274 -2.245 -1.098
O -1.265 2.853 -0.807
O -1.109 -1.249 0.402
O -1.969 1.441 0.723
S 1.690 0.182 3.760
S -0.268 -0.027 1.140
H -2.938 -0.153 -0.591
H -2.833 0.412 -2.268
H -3.731 -1.050 -1.896
H 1.399 0.455 -1.587
H 0.846 2.130 -1.707
H 2.060 1.690 -0.505
H 2.307 1.073 1.674
H 3.317 -0.335 2.055
H 1.783 -0.959 0.191
H 1.237 -1.799 1.650
H -1.391 -1.597 -2.866
H 2.072 -1.031 4.148
*
```

ΔE to the lowest compared entry with this formula, charge and spin (kJ/mol): 376.69
Kohn-Sham gap (eV): 8.623

Below is C6H12N2OPZr as an isolated structure, with properties calculated with the ωB97M-V functional and the def2-TZVPD basis.

Structure (ORCA input):
```
! wB97M-V def2-TZVPD RIJCOSX def2/J DEFGRID3
* xyz 1 1
C -0.130 2.404 -0.886
C 0.997 2.257 -1.764
C 2.104 1.785 -0.986
C 1.662 1.610 0.371
C 0.270 1.980 0.433
Zr 0.391 0.034 -0.888
P -2.173 0.240 -1.263
H -1.085 2.850 -1.158
H 1.013 2.497 -2.829
H 3.114 1.601 -1.360
H -0.354 1.965 1.325
H 2.296 1.378 1.220
H -2.784 -0.829 -2.009
H -2.543 1.262 -2.188
H -3.146 0.540 -0.263
N -1.117 -2.790 1.323
C 0.145 -2.310 1.292
N 1.116 -2.915 1.994
O 0.430 -1.297 0.564
H -1.364 -3.641 1.819
H -1.833 -2.325 0.759
H 2.057 -2.543 1.972
H 0.934 -3.753 2.525
*
```

ΔE to the lowest compared entry with this formula, charge and spin (kJ/mol): 0.00
Kohn-Sham gap (spin up / spin down) (eV): 5.391 / 5.481

Below is a 2-piece molecular cluster, C6H12N2S overall, with properties calculated with the ωB97M-V functional and the def2-TZVPD basis.

Structure (ORCA input):
```
! wB97M-V def2-TZVPD RIJCOSX def2/J DEFGRID3
* xyz 0 1
C -0.782 1.843 -1.262
C -1.227 0.518 -0.827
C -2.063 0.123 0.225
N -2.469 -1.171 -0.187
C -1.714 -1.484 -1.342
N -1.065 -0.480 -1.784
H -0.748 2.119 -2.410
H 0.268 2.018 -1.135
H -1.301 2.695 -0.825
H -2.481 0.606 1.061
H -2.895 -1.944 0.275
H -1.958 -2.417 -1.788
C 2.007 0.985 1.976
S 3.164 -0.381 1.330
C 2.162 -1.498 0.298
H 2.103 1.762 1.385
H 0.867 0.787 2.127
H 2.355 1.061 2.968
H 1.073 -1.447 0.330
H 2.438 -2.506 0.397
H 2.267 -1.188 -0.812
*
```

ΔE to the lowest compared entry with this formula, charge and spin (kJ/mol): 183.14
Kohn-Sham gap (eV): 9.140
SMILES: Cc1c[nH]cn1.CSC

Below is C6H12N2S as an isolated structure, with properties calculated with the ωB97M-V functional and the def2-TZVPD basis.

Structure (ORCA input):
```
! wB97M-V def2-TZVPD RIJCOSX def2/J DEFGRID3
* xyz 0 3
C 0.546 2.951 -0.053
C 0.419 -2.734 0.778
C -0.934 3.358 -0.089
C 0.387 1.304 -0.157
C 1.032 -3.327 -0.423
C -0.822 -2.036 0.140
N -1.733 2.133 -0.273
N -1.087 1.074 -0.284
S -0.200 -2.334 -1.540
H 0.980 3.175 -1.032
H 0.994 3.417 0.774
H 0.026 -3.466 1.437
H 1.016 -2.050 1.353
H -1.317 3.995 0.646
H -1.323 3.838 -0.955
H 1.080 0.808 -0.860
H 0.599 1.029 0.893
H 2.043 -3.076 -0.899
H 0.891 -4.331 -0.357
H -1.766 -2.640 0.243
H -0.831 -1.087 0.658
*
```

ΔE to the lowest compared entry with this formula, charge and spin (kJ/mol): 73.03
Kohn-Sham gap (spin up / spin down) (eV): 7.096 / 6.798
Expectation value of S²: 2.01

Below is a 2-piece molecular cluster, C6H12N3 overall, with properties calculated with the ωB97M-V functional and the def2-TZVPD basis.

Structure (ORCA input):
```
! wB97M-V def2-TZVPD RIJCOSX def2/J DEFGRID3
* xyz 1 1
C 1.206 -1.472 -3.475
C -0.737 -0.206 0.846
C -0.265 1.322 2.678
C 1.543 -0.093 1.541
C -1.996 -0.550 -1.315
C 0.072 -0.013 1.992
N 0.842 -0.391 -3.207
N 0.423 0.588 -2.608
N -1.317 -0.360 -0.135
H 1.233 -2.244 -4.187
H -0.262 2.146 1.968
H 0.489 1.522 3.435
H -1.240 1.275 3.155
H 1.716 -0.929 0.865
H 2.174 -0.231 2.414
H 1.832 0.823 1.034
H -3.018 -0.863 -1.097
H -1.985 0.384 -1.880
H -1.486 -1.320 -1.898
H -0.148 -0.834 2.689
H 0.923 1.446 -2.813
*
```

ΔE to the lowest compared entry with this formula, charge and spin (kJ/mol): 463.37
Kohn-Sham gap (eV): 9.189

Below is an isolated ion of composition C6H12N3 and charge +1, with properties calculated with the ωB97M-V functional and the def2-TZVPD basis.

Structure (ORCA input):
```
! wB97M-V def2-TZVPD RIJCOSX def2/J DEFGRID3
* xyz 1 1
C -2.178 0.014 -0.876
N -1.133 -0.986 -0.844
C -1.414 -2.380 -0.465
N 0.037 -0.483 -0.347
C 1.139 -1.024 0.031
C 2.024 -0.011 0.546
N 1.388 1.116 0.620
C 1.872 2.395 1.092
C 0.130 1.036 0.132
H -1.793 0.661 -1.727
H -3.068 -0.355 -1.407
H -2.290 0.573 0.054
H -2.327 -2.533 -1.060
H -0.532 -2.981 -0.676
H -1.537 -2.595 0.512
H 1.421 -2.117 -0.058
H 2.988 -0.197 1.092
H 2.874 2.300 1.243
H 1.494 3.158 0.413
H 1.384 2.631 2.105
H -0.478 1.775 -0.381
*
```

ΔE to the lowest compared entry with this formula, charge and spin (kJ/mol): 403.80
Kohn-Sham gap (eV): 9.323
SMILES: CN(C)n1cc[n+](C)c1

Below is an isolated ion of composition C6H12N3 and charge +1, with properties calculated with the ωB97M-V functional and the def2-TZVPD basis.

Structure (ORCA input):
```
! wB97M-V def2-TZVPD RIJCOSX def2/J DEFGRID3
* xyz 1 3
C 0.125 -0.720 -0.060
C 1.437 -0.226 -0.138
C -1.138 -0.106 0.075
C 2.444 -1.352 -0.136
C -2.178 -1.234 -0.056
C -2.656 1.764 0.136
N 1.823 1.088 -0.094
N -1.442 1.121 0.182
N 2.936 1.508 0.237
H 0.063 -1.759 -0.302
H 2.401 -2.300 -0.872
H 3.377 -1.034 -0.541
H 2.420 -1.804 0.917
H -3.124 -0.796 -0.425
H -1.848 -1.888 -0.760
H -2.381 -1.961 0.860
H -2.869 2.570 0.966
H -2.722 2.457 -0.806
H -3.544 1.146 -0.006
H 3.217 2.488 -0.001
H 3.659 1.038 0.823
*
```

ΔE to the lowest compared entry with this formula, charge and spin (kJ/mol): 218.57
Kohn-Sham gap (spin up / spin down) (eV): 8.563 / 5.488
Expectation value of S²: 2.03

Below is an isolated ion of composition C6H12N3O2 and charge +1, with properties calculated with the ωB97M-V functional and the def2-TZVPD basis.

Structure (ORCA input):
```
! wB97M-V def2-TZVPD RIJCOSX def2/J DEFGRID3
* xyz 1 1
C -1.062 -1.534 1.040
N -0.613 -0.570 0.005
C -1.399 -0.615 -1.217
N -0.341 0.693 0.554
C -1.388 1.400 1.354
C 0.849 1.203 0.465
O 1.445 2.081 0.953
N 1.852 0.173 -0.313
C 2.152 0.660 -1.614
C 2.312 -0.829 0.207
O 2.649 -1.737 0.840
H -0.550 -1.221 1.954
H -2.150 -1.896 1.123
H -0.633 -2.587 0.881
H -0.762 -0.446 -2.136
H -1.808 -1.689 -1.328
H -2.320 0.188 -1.157
H -1.957 0.504 1.724
H -0.759 2.036 1.982
H -2.026 1.947 0.644
H 1.905 1.751 -1.694
H 3.236 0.311 -1.905
H 1.369 0.176 -2.361
*
```

ΔE to the lowest compared entry with this formula, charge and spin (kJ/mol): 483.78
Kohn-Sham gap (eV): 8.771
SMILES: CN(C)N(C)C(=O)[N+](C)=C=O

Below is an isolated ion of composition C6H12N3O2 and charge +1, with properties calculated with the ωB97M-V functional and the def2-TZVPD basis.

Structure (ORCA input):
```
! wB97M-V def2-TZVPD RIJCOSX def2/J DEFGRID3
* xyz 1 3
C -1.011 -1.119 -1.458
C 0.268 0.945 1.157
C -0.973 0.266 -0.906
C -0.925 0.331 0.626
C 0.353 -1.791 -1.676
C 0.847 2.584 2.919
N 1.382 0.814 0.616
N -2.119 -1.686 -1.571
N 0.360 -2.857 -2.487
O 1.336 -1.265 -1.194
O 0.003 1.688 2.195
H -0.223 0.942 -1.238
H -1.893 0.803 -1.135
H -1.170 -0.785 0.960
H -1.647 0.971 0.953
H 0.225 3.121 3.570
H 1.371 3.277 2.335
H 1.562 1.985 3.437
H -2.214 -2.631 -1.960
H -0.499 -3.104 -3.162
H 1.202 -3.441 -2.599
H 2.436 0.724 0.852
H 1.329 0.227 -0.234
*
```

ΔE to the lowest compared entry with this formula, charge and spin (kJ/mol): 0.00
Kohn-Sham gap (spin up / spin down) (eV): 6.683 / 7.401
Expectation value of S²: 2.01

Below is an isolated ion of composition C6H12N3O4 and charge +1, with properties calculated with the ωB97M-V functional and the def2-TZVPD basis.

Structure (ORCA input):
```
! wB97M-V def2-TZVPD RIJCOSX def2/J DEFGRID3
* xyz 1 1
C 0.126 -0.301 -0.748
C 1.038 0.128 0.462
C 1.956 1.273 0.025
C 1.870 -1.275 0.698
C -1.990 0.015 -2.155
C -0.407 -0.289 2.358
N -1.056 0.487 -0.967
N 0.482 0.466 1.690
N -1.489 1.344 -0.059
O 0.465 -1.165 -1.531
O -2.573 1.762 0.076
O -1.751 0.961 -3.217
O -0.944 -1.418 1.707
H 2.348 1.937 0.742
H 1.464 1.905 -0.700
H 2.706 0.897 -0.788
H 1.249 -2.161 0.957
H 2.585 -1.283 1.576
H 2.416 -1.461 -0.230
H -3.033 0.144 -1.719
H -1.596 -0.996 -2.434
H -1.272 0.285 2.662
H 0.162 -0.466 3.299
H -0.982 0.782 -3.787
H -1.774 -1.570 2.081
*
```

ΔE to the lowest compared entry with this formula, charge and spin (kJ/mol): 645.14
Kohn-Sham gap (spin up / spin down) (eV): 5.988 / 5.997

Below is an isolated ion of composition C6H12N3S and charge +1, with properties calculated with the ωB97M-V functional and the def2-TZVPD basis.

Structure (ORCA input):
```
! wB97M-V def2-TZVPD RIJCOSX def2/J DEFGRID3
* xyz 1 1
C 0.152 -1.483 0.712
C -0.689 0.507 -0.631
C 1.094 -0.582 1.442
C 0.671 0.921 1.370
C -1.219 0.855 -1.966
C 1.801 1.969 1.519
N 0.000 1.214 0.116
N -0.767 -0.993 -0.285
N -1.492 -1.897 -1.014
S 0.098 -3.128 1.007
H 1.502 -1.011 2.446
H 1.973 -0.673 0.783
H 0.076 1.129 2.356
H -1.420 1.940 -1.938
H -2.021 0.207 -2.237
H -0.431 0.773 -2.840
H 2.749 1.923 0.992
H 2.150 1.992 2.505
H 1.297 2.842 1.298
H -1.314 -1.761 -2.003
H -2.445 -1.830 -0.669
H -0.923 -3.287 0.049
*
```

ΔE to the lowest compared entry with this formula, charge and spin (kJ/mol): 225.48
Kohn-Sham gap (eV): 8.968

Below is an isolated ion of composition C6H12N6 and charge +2, with properties calculated with the ωB97M-V functional and the def2-TZVPD basis.

Structure (ORCA input):
```
! wB97M-V def2-TZVPD RIJCOSX def2/J DEFGRID3
* xyz 2 1
N 3.269 2.262 0.130
C 2.394 1.923 -0.545
C 1.169 1.391 -1.007
C 0.273 2.257 -1.551
C -1.012 2.125 -1.878
N -1.899 1.310 -1.358
C 1.144 -0.137 -1.259
C 0.879 -0.936 0.055
N -0.138 -1.814 0.036
N -0.677 -2.331 1.238
N 1.593 -0.535 1.105
N 1.374 -1.276 2.259
H 0.646 3.275 -1.537
H -1.421 2.870 -2.559
H -1.824 0.716 -0.525
H -2.932 1.378 -1.700
H 0.334 -0.296 -1.890
H 2.048 -0.407 -1.778
H -0.541 -2.111 -0.821
H -1.174 -3.181 1.074
H -0.143 -2.159 2.123
H 2.388 0.164 1.015
H 0.919 -0.747 3.032
H 2.223 -1.658 2.634
*
```

ΔE to the lowest compared entry with this formula, charge and spin (kJ/mol): 262.12
Kohn-Sham gap (eV): 6.449
SMILES: N#C/C(=C/C=[NH2+])C/C(NN)=[NH+]/N